Entry from OMol25: a cluster of 5 separate species, CH12NO4 in total (ωB97M-V/def2-TZVPD).

Structure (XYZ):
```
18
Properties=species:S:1:pos:R:3:forces:R:3
C 0.192533 1.002212 -1.038651 -1.9 -2.6 4.3
N -0.677178 0.589866 -0.119163 -0.3 0.0 -2.5
H -0.069629 1.650995 -1.826026 -0.3 0.5 -0.6
H 1.123238 0.518677 -0.840446 1.0 0.4 -0.6
H -0.367305 -0.183657 0.569148 -0.7 1.3 -1.5
H -1.728547 0.814355 -0.324026 2.6 -0.1 1.1
H -2.215065 3.178313 -1.663199 -0.2 0.5 -0.3
H -1.238330 3.463018 -0.487705 -0.2 0.0 -0.2
O -1.891633 2.836936 -0.834228 0.2 -0.1 0.3
H 1.275986 3.413713 1.031073 -0.1 -0.7 -1.2
H 1.819643 3.725250 -0.310977 1.7 1.9 -1.5
O 1.292926 3.089567 0.088629 -1.7 -1.1 2.7
H 1.266737 -2.312943 0.647993 -1.6 0.0 -0.8
H -0.151863 -2.749396 0.306634 -3.2 -4.2 1.0
O 0.423452 -2.093388 0.157609 4.8 4.2 0.0
H 0.816861 -6.101370 1.235791 1.5 -2.3 -0.8
H -0.276792 -5.537770 1.985304 -2.2 -0.6 1.9
O 0.404965 -5.304380 1.422239 0.8 3.0 -1.1
```
Positions in Å, forces in eV/Å.

Properties
- ΔE to the lowest compared entry with this formula, charge and spin (kJ/mol) = 133.8
- energy (eV) = -10904.3791
- HOMO (eV) = -14.36
- maximum force (eV/A) = 6.39
- charge = +1
- LUMO (eV) = -4.20
- orbital gap (eV) = 10.2


Entry from OMol25: a cluster of 5 separate species, CH12O4 in total (ωB97M-V/def2-TZVPD).

Structure (XYZ):
```
17
Properties=species:S:1:pos:R:3:forces:R:3
C -2.086301 0.460535 -1.368178 -3.3 -0.3 -0.7
H -2.732478 1.091603 -0.780162 0.6 0.6 1.0
H -2.486809 -0.540108 -1.136029 -0.1 0.2 -1.0
H -1.093348 0.359825 -1.154798 2.6 0.6 0.9
H -2.280284 0.911502 -2.353434 0.3 -1.1 -0.1
O 1.934004 1.691315 1.669016 0.4 -3.7 -1.5
H 1.617770 2.373076 2.167029 -1.1 3.3 1.9
H 1.402674 0.937482 2.028394 0.7 0.2 -0.5
O -0.131600 -2.115907 -0.426055 1.4 3.2 1.7
H 0.467951 -1.459071 -0.870719 -0.7 -0.6 0.6
H -0.268147 -2.754159 -1.058653 -0.6 -2.4 -2.2
O 0.699846 -0.902070 2.521764 -2.3 -0.5 1.8
H 0.237581 -1.327834 1.788085 0.3 -0.1 -0.6
H -0.007443 -1.064198 3.244909 2.0 0.6 -1.4
O 1.444585 0.390472 -1.466441 1.6 0.8 2.0
H 2.029018 0.830093 -0.746702 -1.5 -1.1 -1.5
H 1.252989 1.117444 -2.058018 -0.2 0.2 -0.2
```
Positions in Å, forces in eV/Å.

Properties
- ΔE to the lowest compared entry with this formula, charge and spin (kJ/mol) = 99.9
- energy (eV) = -9421.2932
- HOMO (eV) = -11.28
- maximum force (eV/A) = 4.01
- charge = 0
- LUMO (eV) = 0.64
- orbital gap (eV) = 11.9


Entry from OMol25: a cluster of 5 separate species, CH12O4S in total (ωB97M-V/def2-TZVPD).

Structure (XYZ):
```
18
Properties=species:S:1:pos:R:3:forces:R:3
C -3.098861 -0.758424 2.242749 -0.8 -2.5 -1.2
S -3.698220 -0.747525 0.400268 -0.9 1.2 0.0
H -3.275381 -1.836098 2.635439 0.3 2.1 -0.2
H -2.055006 -0.554964 2.107905 0.5 0.2 0.6
H -3.675122 0.061121 2.742610 0.5 -0.9 -0.6
H -3.530056 -1.825854 -0.427008 0.5 -0.1 1.4
H 1.633856 0.472073 0.223291 -0.8 1.2 -0.5
H 1.094609 1.829399 0.608112 -0.3 0.4 0.9
O 1.213236 1.288602 -0.164882 1.0 -1.7 -0.4
H 4.030302 2.630338 -4.236826 0.5 0.3 -0.2
H 5.096463 1.725490 -3.688606 0.2 1.9 -1.3
O 5.003049 2.561203 -4.265122 -0.7 -2.2 1.5
H 0.317756 -3.232376 -2.999948 -2.6 0.5 1.4
H -0.202215 -3.755278 -1.698831 -0.4 0.1 0.4
O -0.534512 -3.187132 -2.403591 3.0 -0.5 -1.8
H 1.276904 1.909423 3.306928 -0.3 0.2 0.1
H -0.170468 1.976821 2.800983 -2.5 2.1 0.2
O 0.573666 1.443181 2.816530 2.8 -2.3 -0.3
```
Positions in Å, forces in eV/Å.

Properties
- ΔE to the lowest compared entry with this formula, charge and spin (kJ/mol) = 143.9
- energy (eV) = -20254.5837
- ⟨S²⟩ = 0.75
- HOMO (alpha / beta) (eV) = 0.72 / -6.04
- maximum force (eV/A) = 3.62
- charge = -1
- LUMO (alpha / beta) (eV) = 2.75 / 2.65
- orbital gap (alpha / beta) (eV) = 2.0 / 8.7
- multiplicity = 2


Entry from OMol25: a cluster of 6 separate species, CH12O4S2 in total (ωB97M-V/def2-TZVPD).

Structure (XYZ):
```
19
Properties=species:S:1:pos:R:3:forces:R:3
C -0.682303 0.459247 -1.594499 -0.3 -0.9 0.9
S -1.919206 -0.902468 -1.515570 1.8 1.5 -0.5
S 2.177290 1.512327 0.176977 -1.0 0.2 -3.0
H -0.878060 1.092411 -2.466705 -0.1 0.0 0.0
H -0.900734 1.113666 -0.695778 0.3 -0.3 -0.6
H 0.395132 0.146068 -1.612402 -1.0 -0.2 0.0
H 1.924029 1.730921 -1.270807 0.6 -0.2 2.6
H -2.604571 0.204142 0.064093 -0.8 0.3 2.4
H -2.822114 -0.328822 1.561063 0.1 -0.7 0.2
O -2.762380 0.465889 1.043071 0.4 0.5 -2.3
H -0.251902 -1.325934 1.461141 0.1 0.2 0.3
H -1.171741 -1.932868 0.372909 1.0 -0.6 1.4
O -0.644768 -2.164009 1.199006 -1.0 0.3 -1.5
H 2.619581 -0.549710 -1.054388 0.8 -1.4 -0.9
H 3.215860 -0.762144 -2.407966 1.2 1.8 -3.1
O 2.968745 -1.252187 -1.689401 -1.9 -0.5 3.9
H 0.152926 1.212661 3.411658 -0.4 0.2 0.5
H 0.922724 0.831188 2.170759 -1.5 -1.0 1.4
O 0.261488 0.449630 2.846835 1.8 0.8 -1.9
```
Positions in Å, forces in eV/Å.

Properties
- ΔE to the lowest compared entry with this formula, charge and spin (kJ/mol) = 656.7
- energy (eV) = -31086.0355
- HOMO (eV) = -9.15
- maximum force (eV/A) = 4.39
- charge = 0
- LUMO (eV) = -5.80
- orbital gap (eV) = 3.3


Entry from OMol25: a cluster of 5 separate species, CH12O5 in total (ωB97M-V/def2-TZVPD).

Structure (XYZ):
```
18
Properties=species:S:1:pos:R:3:forces:R:3
C 0.308056 1.271371 -1.928892 -2.7 -1.1 4.5
O 0.610818 1.499922 -0.456522 -1.5 2.9 -1.8
H -0.580878 0.595830 -1.678272 1.1 0.4 -2.0
H -0.022011 2.156733 -2.456010 0.1 0.5 0.6
H 1.120774 0.856541 -2.415914 1.5 -1.2 -0.8
H 1.089361 0.819555 -0.014113 1.2 -1.2 -0.7
O -1.522298 1.621856 1.213545 0.1 -0.4 -1.0
H -2.095225 2.180432 0.654330 0.3 -0.4 0.5
H -0.800922 1.351324 0.570923 -0.4 0.9 0.5
O 0.533987 -2.210522 0.603281 0.4 -2.7 1.3
H 0.915994 -3.117874 0.985364 -1.7 3.1 -1.2
H -0.444468 -2.103856 0.860179 1.5 -0.5 -0.2
O 2.489527 -0.253559 -0.343908 1.3 0.6 1.2
H 2.837368 -0.154955 0.581951 -0.5 -0.5 -1.4
H 1.948890 -1.040554 -0.374891 -0.3 -0.7 0.5
O -1.962007 -1.355818 1.179968 -0.4 -1.2 -0.2
H -1.662664 -0.456156 1.359657 -0.9 0.4 0.5
H -2.764303 -1.660268 1.659324 1.1 1.0 -0.3
```
Positions in Å, forces in eV/Å.

Properties
- ΔE to the lowest compared entry with this formula, charge and spin (kJ/mol) = 125.9
- energy (eV) = -11468.1808
- HOMO (eV) = -10.18
- maximum force (eV/A) = 5.35
- charge = 0
- LUMO (eV) = 0.59
- orbital gap (eV) = 10.8


Entry from OMol25: a structure of composition CH13LiO6 (ωB97M-V/def2-TZVPD).

Structure (XYZ):
```
21
Properties=species:S:1:pos:R:3:forces:R:3
Li 0.308343 0.438124 -0.391210 -0.3 0.1 0.3
C -0.115874 -1.775799 0.613984 -5.7 0.1 1.9
O -0.090640 -0.552818 1.253754 0.7 0.3 -0.1
H -0.417107 -2.760903 1.401969 0.6 2.5 -2.3
H 0.763671 -2.017591 0.133319 2.0 -0.9 -1.3
H -1.035096 -1.538599 -0.194321 1.9 -2.0 1.2
O 0.784894 -0.634996 -2.043448 -3.2 -1.0 -2.1
H -0.103243 -1.024655 -2.579246 4.1 1.3 2.2
H 1.578666 -1.169370 -2.219350 -0.8 -0.1 -0.2
O 2.583806 -0.388521 1.769046 2.6 4.3 0.2
H 2.484581 0.667294 1.766976 0.1 -3.9 0.1
H 1.717465 -0.701563 1.617167 -2.6 -0.2 -0.1
O -2.797142 0.549685 1.348522 -4.1 1.1 -0.7
H -3.339001 -0.129024 0.899722 0.8 0.2 0.6
H -1.918778 0.293326 1.414408 3.4 -1.9 0.5
O 1.576367 1.951973 -0.834495 -4.0 -0.3 2.3
H 2.228671 1.661592 -1.375110 3.4 -0.7 -2.4
H 1.675701 2.805012 -0.452391 0.6 0.9 0.1
O -1.551171 1.329505 -0.858619 2.6 -1.1 -0.7
H -2.103506 1.133261 -0.134375 -0.5 -1.7 3.2
H -2.230604 1.864068 -1.136302 -1.8 2.9 -2.9
```
Positions in Å, forces in eV/Å.

Properties
- ΔE to the lowest compared entry with this formula, charge and spin (kJ/mol) = 105.2
- energy (eV) = -13737.0003
- HOMO (eV) = -7.77
- maximum force (eV/A) = 5.99
- charge = 0
- LUMO (eV) = -0.26
- orbital gap (eV) = 7.5


Entry from OMol25: a cluster of 6 separate species, CH13NO6 in total (ωB97M-V/def2-TZVPD).

Structure (XYZ):
```
21
Properties=species:S:1:pos:R:3:forces:R:3
N 1.453466 1.637567 1.421849 0.8 1.6 0.0
C 2.191518 0.602664 0.786716 -2.7 1.0 0.5
O 1.758000 0.017963 -0.169560 0.0 0.0 -0.8
H 1.911378 2.273137 2.181520 -1.0 -1.8 -2.2
H 0.755239 2.143722 0.784599 1.5 -1.2 1.3
H 3.037335 0.196114 1.276080 1.3 0.2 1.0
O -1.484011 1.744880 3.122216 3.7 -2.7 -1.7
H -0.924223 1.248573 2.310527 -2.1 1.9 3.3
H -0.873257 1.470313 3.885681 -1.4 0.7 -1.5
O -1.050346 -2.810295 0.448565 0.8 -2.4 -4.7
H -0.213859 -2.645494 -0.128967 -2.0 0.1 1.9
H -1.461385 -3.507378 -0.265004 1.0 2.4 2.9
O -0.800171 0.715019 -3.698396 -2.1 -3.6 2.9
H -1.507522 0.557551 -2.941322 1.8 1.6 -2.0
H -0.603851 -0.286136 -3.652743 0.4 2.0 -0.9
O 0.763840 -1.890257 -2.332206 -0.6 1.3 -2.4
H 1.135713 -1.018146 -2.173726 0.0 0.5 -0.1
H 0.955898 -2.289075 -1.535034 0.8 -1.6 2.5
O -1.408648 0.703806 -0.074828 -1.3 -1.9 0.5
H -1.670018 1.267526 0.657644 -0.3 0.3 -0.1
H -1.965088 -0.132058 0.096390 1.4 1.7 -0.4
```
Positions in Å, forces in eV/Å.

Properties
- ΔE to the lowest compared entry with this formula, charge and spin (kJ/mol) = 289.4
- energy (eV) = -15021.4430
- HOMO (eV) = -10.68
- maximum force (eV/A) = 5.33
- charge = 0
- LUMO (eV) = 0.23
- orbital gap (eV) = 10.9


Entry from OMol25: a cluster of 6 separate species, CH14N2O5 in total (ωB97M-V/def2-TZVPD).

Structure (XYZ):
```
22
Properties=species:S:1:pos:R:3:forces:R:3
H 0.308542 -1.949712 -0.105273 -0.5 0.6 -0.3
N 1.104736 -1.490353 -0.528680 0.9 -0.4 0.4
C 1.059053 -1.403512 -1.794257 -0.4 -1.0 0.8
N 2.175127 -1.257259 -2.568309 -0.4 0.7 -0.3
H 0.128782 -1.602248 -2.315486 0.0 0.0 -0.6
H 1.997601 -0.878493 -3.489484 0.3 0.0 0.2
H 2.997091 -0.910787 -2.091284 -0.1 0.0 -0.1
O 0.548890 4.316892 2.632950 -1.6 0.5 0.4
H 0.853622 3.473401 2.965377 0.9 0.2 -0.5
H 1.136811 4.831515 2.085426 0.8 -0.7 0.1
O -2.725752 -1.457576 0.530111 -0.2 0.0 0.1
H -3.504832 -2.006861 0.674938 0.1 -0.1 -0.1
H -3.051715 -0.567991 0.700561 0.1 0.1 0.0
O 3.074383 3.423800 0.471218 -0.9 -0.2 -0.5
H 2.307388 3.913996 0.144409 0.3 0.2 0.1
H 2.844323 2.528095 0.151054 0.7 0.1 0.4
O -6.346822 -3.010471 0.172913 -0.1 -0.5 0.5
H -6.599445 -3.935839 0.054087 0.1 0.1 -0.4
H -6.393280 -2.955693 1.135928 0.0 0.4 0.0
O 2.796571 0.661254 0.249518 0.3 0.4 0.1
H 3.293181 -0.160515 0.192035 -0.3 0.0 0.1
H 1.995744 0.438355 0.732247 0.0 -0.4 -0.2
```
Positions in Å, forces in eV/Å.

Properties
- ΔE to the lowest compared entry with this formula, charge and spin (kJ/mol) = 104.5
- energy (eV) = -14481.4102
- HOMO (eV) = -9.50
- maximum force (eV/A) = 1.74
- charge = 0
- LUMO (eV) = 0.47
- orbital gap (eV) = 10.0


Entry from OMol25: a cluster of 6 separate species, CH14O5 in total (ωB97M-V/def2-TZVPD).

Structure (XYZ):
```
20
Properties=species:S:1:pos:R:3:forces:R:3
C -1.944258 0.993865 0.512013 0.4 0.1 -0.1
H -1.033440 1.564841 0.342439 0.0 0.0 0.0
H -2.662042 1.605964 1.025674 -0.3 0.3 0.2
H -2.335618 0.686578 -0.447009 -0.1 -0.2 -0.2
H -1.709419 0.130469 1.120700 0.0 -0.2 0.0
O 0.381390 -1.950236 0.902927 0.7 0.0 0.4
H 0.735436 -1.092161 1.240409 -0.2 -0.2 0.0
H 0.929307 -2.629612 1.328407 -0.3 0.3 -0.3
O 1.704437 1.939825 -0.629540 -0.9 0.6 1.8
H 2.453453 2.387768 -0.957109 1.4 1.0 -0.3
H 1.543388 1.266073 -1.270143 -0.5 -1.3 -1.2
O -1.594330 -2.161382 -0.926814 0.4 0.0 -4.5
H -1.020633 -2.119841 -0.230003 2.8 0.2 3.0
H -2.415908 -2.218342 -0.551146 -3.3 -0.2 1.2
O 1.246484 -0.030743 -2.284308 -0.1 -2.2 1.3
H 0.337870 -0.096755 -2.611350 0.1 0.0 0.1
H 1.316047 -0.831722 -1.653341 -0.2 1.7 -1.4
O 1.433649 0.455593 1.734971 -0.6 1.8 0.7
H 1.534230 1.006950 0.902577 0.0 -0.3 1.0
H 1.099956 1.092868 2.450645 0.7 -1.5 -1.8
```
Positions in Å, forces in eV/Å.

Properties
- ΔE to the lowest compared entry with this formula, charge and spin (kJ/mol) = 37.3
- energy (eV) = -11502.0115
- HOMO (eV) = -11.00
- maximum force (eV/A) = 4.48
- charge = 0
- LUMO (eV) = 0.58
- orbital gap (eV) = 11.6


Entry from OMol25: a cluster of 6 separate species, CH14O6 in total (ωB97M-V/def2-TZVPD).

Structure (XYZ):
```
21
Properties=species:S:1:pos:R:3:forces:R:3
C -0.636790 -0.631089 0.381826 -0.3 0.3 -0.1
O 0.762890 -0.575866 0.512417 0.5 0.1 -0.1
H -1.145794 0.124854 0.986477 0.1 -0.1 0.2
H -0.948996 -1.625683 0.675835 -0.1 -0.1 0.0
H -0.963536 -0.439170 -0.641969 -0.1 -0.2 -0.1
H 1.063480 0.347881 0.542544 -0.1 0.0 0.3
O 1.095649 2.200350 0.705088 0.3 -1.2 0.1
H 1.042078 2.944775 1.304459 -0.2 0.3 -0.5
H 0.964277 2.385311 -0.229018 -0.2 1.0 0.1
O 0.114999 1.777739 -2.111566 0.3 0.0 0.3
H 0.297867 0.929505 -1.688815 -0.1 -0.1 -0.3
H -0.547516 1.578589 -2.780124 -0.1 -0.1 0.1
O -1.569842 -0.688980 -3.211990 -0.3 0.5 0.5
H -0.956983 -1.394411 -2.991047 0.1 -0.1 -0.4
H -1.593239 -0.547661 -4.159384 0.2 -0.4 -0.1
O -0.626603 1.209446 3.768605 0.1 0.5 0.0
H -0.690695 0.939101 4.688937 0.0 -0.2 -0.1
H -0.767946 0.438312 3.217599 0.0 -0.2 0.1
O 1.636195 -3.203412 0.017016 0.1 0.1 0.3
H 1.964695 -3.525370 0.868477 -0.1 0.1 -0.3
H 1.505811 -2.244223 0.144631 0.0 -0.2 0.1
```
Positions in Å, forces in eV/Å.

Properties
- ΔE to the lowest compared entry with this formula, charge and spin (kJ/mol) = 70.2
- energy (eV) = -13548.9337
- HOMO (eV) = -10.64
- maximum force (eV/A) = 1.24
- charge = 0
- LUMO (eV) = 0.44
- orbital gap (eV) = 11.1


Repeat the fourth record exactly.
Entry from OMol25: a cluster of 6 separate species, CH12O4S2 in total (ωB97M-V/def2-TZVPD).

Structure (XYZ):
```
19
Properties=species:S:1:pos:R:3:forces:R:3
C -0.682303 0.459247 -1.594499 -0.3 -0.9 0.9
S -1.919206 -0.902468 -1.515570 1.8 1.5 -0.5
S 2.177290 1.512327 0.176977 -1.0 0.2 -3.0
H -0.878060 1.092411 -2.466705 -0.1 0.0 0.0
H -0.900734 1.113666 -0.695778 0.3 -0.3 -0.6
H 0.395132 0.146068 -1.612402 -1.0 -0.2 0.0
H 1.924029 1.730921 -1.270807 0.6 -0.2 2.6
H -2.604571 0.204142 0.064093 -0.8 0.3 2.4
H -2.822114 -0.328822 1.561063 0.1 -0.7 0.2
O -2.762380 0.465889 1.043071 0.4 0.5 -2.3
H -0.251902 -1.325934 1.461141 0.1 0.2 0.3
H -1.171741 -1.932868 0.372909 1.0 -0.6 1.4
O -0.644768 -2.164009 1.199006 -1.0 0.3 -1.5
H 2.619581 -0.549710 -1.054388 0.8 -1.4 -0.9
H 3.215860 -0.762144 -2.407966 1.2 1.8 -3.1
O 2.968745 -1.252187 -1.689401 -1.9 -0.5 3.9
H 0.152926 1.212661 3.411658 -0.4 0.2 0.5
H 0.922724 0.831188 2.170759 -1.5 -1.0 1.4
O 0.261488 0.449630 2.846835 1.8 0.8 -1.9
```
Positions in Å, forces in eV/Å.

Properties
- ΔE to the lowest compared entry with this formula, charge and spin (kJ/mol) = 656.7
- energy (eV) = -31086.0355
- HOMO (eV) = -9.15
- maximum force (eV/A) = 4.39
- charge = 0
- LUMO (eV) = -5.80
- orbital gap (eV) = 3.3


The lowest charge belongs to which entry?
CH12O4S


Which formula does entry 9 have?
CH14O5